1.
Computed, not measured: a cluster of 11 separate species, C45H51B2ClF3N6O17 in total in a non-equilibrium geometry, with ωB97M-V/def2-TZVPD.

Element x y z (Å)
C (-8.460, -0.703, 1.410)
N (-7.086, -0.375, 1.104)
C (-6.165, -0.607, 2.108)
C (-4.779, -0.344, 1.732)
C (-4.493, 0.068, 0.406)
C (-5.459, 0.483, -0.486)
C (-6.817, 0.283, -0.038)
C (-2.992, 0.344, 0.106)
C (-2.326, -0.627, -0.655)
C (-0.952, -0.483, -0.883)
N (-0.317, 0.573, -0.344)
C (-1.008, 1.502, 0.378)
C (-2.368, 1.464, 0.603)
C (1.093, 0.870, -0.772)
H (-8.741, -0.660, 2.462)
H (-8.389, -1.763, 1.168)
H (-9.161, -0.459, 0.611)
H (-6.412, -0.987, 3.088)
H (-4.076, -0.650, 2.493)
H (-5.153, 0.909, -1.429)
H (-7.616, 0.566, -0.706)
H (-2.747, -1.590, -0.900)
H (-0.371, -1.272, -1.337)
H (-0.486, 2.445, 0.436)
H (-2.885, 2.154, 1.253)
H (1.066, 1.231, -1.800)
H (1.617, -0.084, -0.708)
H (1.684, 1.469, -0.079)
B (-2.065, -6.534, -4.627)
H (-2.519, -5.594, -4.899)
H (-2.566, -7.197, -5.315)
H (-1.023, -6.635, -4.888)
H (-2.284, -6.704, -3.585)
B (-17.798, -1.483, 5.112)
H (-18.837, -1.299, 4.887)
H (-17.171, -0.612, 5.223)
H (-17.812, -2.018, 6.049)
H (-17.338, -2.009, 4.290)
Cl (-10.916, -7.872, 0.724)
C (6.038, 11.700, 6.014)
C (5.384, 12.441, 5.088)
C (4.287, 11.965, 4.402)
C (3.677, 10.771, 4.767)
C (4.284, 10.008, 5.789)
C (5.468, 10.439, 6.396)
N (2.524, 10.205, 3.976)
O (2.039, 9.125, 4.339)
O (2.105, 10.817, 2.988)
H (6.976, 11.998, 6.459)
H (5.679, 13.438, 4.798)
H (3.879, 12.615, 3.643)
H (3.878, 9.082, 6.169)
H (5.744, 9.912, 7.298)
C (12.749, -6.571, 2.218)
C (12.900, -6.198, 0.851)
C (11.877, -5.592, 0.197)
C (10.706, -5.321, 0.865)
C (10.583, -5.528, 2.280)
C (11.644, -6.196, 2.992)
N (9.535, -4.724, 0.161)
O (8.481, -4.836, 0.766)
O (9.563, -4.237, -1.006)
H (13.704, -6.905, 2.597)
H (13.786, -6.468, 0.295)
H (11.900, -5.393, -0.864)
H (9.770, -5.139, 2.876)
H (11.476, -6.254, 4.057)
C (14.197, 3.303, -8.135)
C (13.267, 2.299, -8.429)
C (11.943, 2.353, -7.947)
C (11.535, 3.559, -7.344)
C (12.360, 4.678, -7.170)
C (13.727, 4.510, -7.567)
N (10.189, 3.711, -6.746)
O (9.574, 4.775, -6.939)
O (9.647, 2.785, -6.236)
H (15.215, 3.328, -8.495)
H (13.506, 1.366, -8.916)
H (11.214, 1.614, -8.244)
H (12.011, 5.633, -6.809)
H (14.517, 5.221, -7.378)
C (-11.789, -12.174, 8.533)
C (-12.059, -11.094, 9.316)
C (-11.490, -9.806, 9.033)
C (-10.556, -9.692, 7.967)
C (-10.203, -10.797, 7.224)
C (-10.843, -12.041, 7.463)
N (-10.028, -8.330, 7.726)
O (-10.775, -7.326, 8.028)
O (-8.886, -8.243, 7.271)
H (-12.343, -13.099, 8.585)
H (-12.807, -11.151, 10.094)
H (-12.031, -8.974, 9.460)
H (-9.387, -10.828, 6.517)
H (-10.608, -12.951, 6.932)
C (1.764, -7.453, 0.783)
C (0.756, -8.654, 0.539)
O (-0.162, -8.388, 1.645)
C (-0.223, -7.009, 1.637)
O (-1.163, -6.405, 2.165)
O (0.927, -6.484, 1.238)
F (1.301, -9.930, 0.731)
H (2.287, -7.054, -0.086)
H (2.514, -7.769, 1.507)
H (0.239, -8.719, -0.418)
C (-6.980, 6.138, -7.497)
C (-5.800, 6.857, -8.056)
O (-4.902, 6.332, -7.191)
C (-5.315, 5.089, -6.716)
O (-4.578, 4.234, -6.200)
O (-6.431, 4.875, -7.149)
F (-6.029, 8.121, -7.866)
H (-7.813, 6.071, -8.197)
H (-7.338, 6.547, -6.552)
H (-5.796, 6.575, -9.109)
C (2.990, 9.122, -5.125)
C (2.027, 7.993, -5.039)
O (2.369, 7.317, -3.899)
C (3.286, 8.004, -3.154)
O (3.809, 7.550, -2.146)
O (3.577, 9.141, -3.843)
F (2.099, 7.155, -6.129)
H (2.378, 10.012, -5.279)
H (3.645, 8.948, -5.979)
H (0.957, 8.201, -5.011)

Properties
- Total charge: -1
- Kohn-Sham gap: 0.85 eV
- LUMO level: -2.713 eV
- HOMO energy: -3.56 eV

These are the Löwdin partial charges, in e, on atoms 1 to 4:
1 C 0.02
2 N -0.11
3 C 0.07
4 C 0.06


2.
Computed, not measured: a structure of composition C45H51BN9P2PbS6 in a non-equilibrium geometry, with ωB97M-V/def2-TZVPD.

Element x y z (Å)
Pb (0.535, -0.078, 1.624)
C (5.195, 1.764, -2.022)
C (5.013, 0.575, -1.163)
N (5.822, -0.426, -1.058)
N (5.258, -1.273, -0.173)
C (4.072, -0.819, 0.283)
S (3.091, -1.573, 1.381)
N (3.910, 0.384, -0.355)
N (2.825, 1.215, -0.167)
H (6.124, 1.658, -2.574)
H (5.247, 2.672, -1.422)
H (4.371, 1.865, -2.728)
H (5.698, -2.146, 0.072)
H (3.016, 1.930, 0.535)
H (2.541, 1.661, -1.035)
C (1.668, -4.430, 2.499)
N (1.423, -3.611, 3.651)
C (2.119, -3.633, 4.828)
C (1.496, -2.771, 5.673)
N (0.428, -2.223, 5.023)
B (-0.724, -1.408, 5.645)
N (-0.406, 0.112, 5.747)
C (-1.221, 0.905, 6.490)
C (-0.779, 2.188, 6.415)
N (0.331, 2.179, 5.629)
C (1.192, 3.298, 5.365)
C (0.527, 0.901, 5.207)
S (1.798, 0.503, 4.140)
C (0.407, -2.738, 3.793)
S (-0.722, -2.392, 2.552)
H (2.739, -4.585, 2.384)
H (1.276, -3.917, 1.621)
H (1.156, -5.391, 2.597)
H (2.978, -4.259, 4.963)
H (1.734, -2.517, 6.686)
H (-0.911, -1.803, 6.754)
H (-1.677, -1.503, 4.936)
H (-2.052, 0.485, 7.016)
H (-1.174, 3.088, 6.837)
H (0.629, 4.224, 5.469)
H (1.582, 3.222, 4.350)
H (2.041, 3.307, 6.054)
C (-1.909, -0.009, -6.778)
S (-3.079, -0.173, -5.403)
C (-2.554, -1.800, -4.756)
C (-1.418, -1.670, -3.752)
C (-1.951, -1.054, -2.463)
N (-0.922, -0.680, -1.499)
P (-0.861, 0.877, -0.794)
C (-0.325, 2.069, -2.092)
C (0.437, 3.147, -1.649)
C (0.867, 4.118, -2.537)
C (0.540, 4.019, -3.880)
C (-0.215, 2.948, -4.328)
C (-0.644, 1.975, -3.443)
C (-2.629, 1.299, -0.661)
C (-3.418, 0.456, 0.120)
C (-4.750, 0.750, 0.331)
C (-5.305, 1.888, -0.235)
C (-4.524, 2.727, -1.011)
C (-3.183, 2.447, -1.213)
P (0.359, -1.674, -0.942)
C (1.382, -1.795, -2.476)
C (1.726, -2.934, -3.194)
C (2.498, -2.825, -4.339)
C (2.948, -1.591, -4.775)
C (2.613, -0.449, -4.063)
C (1.841, -0.558, -2.924)
C (-0.385, -3.321, -0.709)
C (-1.720, -3.425, -0.325)
C (-2.289, -4.662, -0.097)
C (-1.524, -5.811, -0.208)
C (-0.169, -5.708, -0.479)
C (0.404, -4.470, -0.708)
H (-2.152, 0.920, -7.282)
H (-2.041, -0.844, -7.460)
H (-0.889, 0.023, -6.402)
H (-2.268, -2.413, -5.610)
H (-3.435, -2.234, -4.283)
H (-0.617, -1.055, -4.171)
H (-1.004, -2.660, -3.543)
H (-2.655, -1.766, -2.020)
H (-2.516, -0.146, -2.701)
H (0.667, 3.227, -0.593)
H (1.454, 4.953, -2.184)
H (0.864, 4.780, -4.573)
H (-0.488, 2.880, -5.371)
H (-1.247, 1.162, -3.808)
H (-2.975, -0.426, 0.566)
H (-5.350, 0.100, 0.949)
H (-6.347, 2.118, -0.070)
H (-4.956, 3.609, -1.457)
H (-2.578, 3.117, -1.806)
H (1.375, -3.907, -2.888)
H (2.742, -3.714, -4.903)
H (3.554, -1.514, -5.665)
H (2.945, 0.521, -4.406)
H (1.540, 0.326, -2.375)
H (-2.299, -2.529, -0.161)
H (-3.329, -4.727, 0.185)
H (-1.979, -6.777, -0.049)
H (0.447, -6.596, -0.497)
H (1.472, -4.392, -0.849)
S (-1.787, 1.064, 2.632)
C (-1.627, 2.768, 2.543)
C (-2.787, 3.534, 2.767)
C (-2.732, 4.899, 2.838)
C (-1.505, 5.563, 2.690)
C (-0.362, 4.846, 2.448)
C (-0.395, 3.443, 2.345)
S (1.081, 2.645, 1.966)
H (-3.720, 3.003, 2.891)
H (-3.635, 5.465, 3.007)
H (-1.466, 6.641, 2.743)
H (0.589, 5.339, 2.316)

Properties
- Total charge: +1
- Kohn-Sham gap (spin up / spin down): 4.93 / 4.36 eV
- LUMO level (spin up / spin down): -4.313 / -4.958 eV
- HOMO energy (spin up / spin down): -9.24 / -9.32 eV

These are the Löwdin partial charges, in e, on atoms 1 to 4:
1 Pb 0.53
2 C 0.01
3 C -0.33
4 N 0.13